1.
{"formula": "C15H35OS5SbW", "method": "the ωB97M-V functional and the def2-TZVPD basis", "symbols": ["W", "S", "S", "S", "S", "C", "C", "C", "S", "O", "C", "C", "C", "H", "H", "H", "H", "H", "H", "H", "H", "H", "H", "H", "H", "H", "H", "C", "C", "C", "Sb", "C", "C", "C", "C", "C", "C", "H", "H", "H", "H", "H", "H", "H", "H", "H", "H", "H", "H", "H", "H", "H", "H", "H", "H", "H", "H", "H"], "coordinates": [[1.7922, -0.2707, 1.1872], [1.1409, 1.8221, 2.3809], [2.8817, 1.0402, 2.8901], [3.7958, -0.9533, 0.3674], [2.1776, -2.1720, -0.0163], [-0.2049, -4.4600, 1.7648], [-1.2409, -4.2238, 2.8596], [-1.0898, -2.8737, 3.5551], [-1.2809, -1.5142, 2.3792], [0.2052, -1.1840, 2.0234], [-1.8113, -0.1910, 3.4757], [-3.3192, -0.2988, 3.7264], [-4.1537, 0.0990, 2.5098], [-0.3290, -5.4499, 1.3293], [0.8117, -4.3892, 2.1567], [-0.3088, -3.7357, 0.9504], [-1.1529, -4.9894, 3.6313], [-2.2517, -4.3116, 2.4555], [-0.0966, -2.7271, 3.9857], [-1.8394, -2.7141, 4.3310], [-1.5854, 0.7304, 2.9377], [-1.2098, -0.2402, 4.3840], [-3.5448, 0.3571, 4.5674], [-3.5803, -1.3060, 4.0624], [-3.9787, 1.1434, 2.2444], [-5.2150, -0.0120, 2.7236], [-3.9295, -0.5210, 1.6378], [1.5698, -1.0087, -3.4860], [2.2563, 0.2239, -2.9068], [2.4433, 1.3189, -3.9518], [1.1728, 1.0142, -1.2008], [-0.9537, 0.8303, -1.5566], [-1.3936, -0.6233, -1.4085], [-1.3228, 1.4102, -2.9213], [1.6701, 3.1024, -0.8982], [3.1831, 3.2112, -0.7035], [1.1266, 4.0415, -1.9700], [2.2390, -1.4566, -4.2243], [0.6470, -0.7443, -4.0041], [1.3474, -1.7689, -2.7398], [3.2228, -0.0499, -2.4860], [1.4867, 1.6888, -4.3258], [2.9827, 0.8955, -4.8017], [3.0239, 2.1601, -3.5813], [-1.4009, 1.4388, -0.7676], [-0.9723, -1.2440, -2.1993], [-2.4815, -0.6769, -1.4944], [-1.1059, -1.0626, -0.4512], [-0.8946, 0.8169, -3.7309], [-1.0040, 2.4439, -3.0486], [-2.4084, 1.3807, -3.0368], [1.1778, 3.3337, 0.0479], [3.7268, 2.9980, -1.6254], [3.5492, 2.5354, 0.0701], [3.4394, 4.2290, -0.4037], [1.4955, 3.7986, -2.9643], [1.4579, 5.0570, -1.7398], [0.0371, 4.0518, -1.9900]], "forces_ev_per_a": [[-0.14, 0.35, 0.40], [0.16, -0.03, 0.14], [-0.20, 0.20, -0.21], [-0.11, -0.13, -0.01], [0.28, -0.48, -0.41], [-0.05, 0.00, 0.05], [0.05, 0.03, -0.02], [0.01, -0.10, -0.15], [0.09, -0.03, 0.09], [-0.16, 0.13, 0.03], [-0.03, -0.01, 0.01], [-0.05, -0.01, -0.10], [0.05, -0.03, 0.05], [0.00, 0.01, 0.01], [-0.01, 0.00, 0.00], [-0.01, 0.00, -0.01], [0.01, -0.01, 0.02], [0.00, 0.01, 0.01], [0.00, 0.02, 0.03], [-0.04, 0.00, -0.03], [0.04, 0.04, -0.01], [0.03, -0.02, 0.00], [0.01, 0.01, 0.02], [0.00, 0.01, 0.00], [0.01, -0.02, 0.00], [0.01, 0.00, 0.00], [-0.02, 0.02, 0.03], [0.03, 0.05, -0.05], [-0.09, 0.05, 0.08], [-0.06, -0.06, -0.03], [-0.01, 0.15, 0.01], [0.15, 0.00, 0.01], [-0.04, 0.05, -0.07], [0.03, -0.07, 0.00], [0.12, -0.09, -0.03], [-0.12, 0.06, -0.10], [0.01, -0.02, 0.06], [-0.04, 0.00, 0.00], [0.02, -0.02, 0.01], [0.02, -0.03, 0.01], [0.05, -0.03, 0.08], [0.02, 0.00, -0.02], [0.00, 0.01, 0.00], [0.02, 0.04, 0.00], [0.00, 0.04, 0.05], [-0.02, -0.02, 0.00], [0.02, -0.04, 0.02], [-0.01, 0.02, 0.01], [-0.03, 0.03, 0.01], [-0.02, -0.03, 0.01], [0.01, 0.01, -0.01], [-0.06, -0.02, 0.04], [0.00, -0.01, 0.03], [0.07, -0.03, 0.06], [0.00, -0.01, -0.01], [0.00, 0.00, -0.04], [-0.02, -0.01, 0.00], [0.02, 0.02, -0.02]], "mulliken_charge": [0.2992, -0.0280, -0.0239, -0.0700, -0.0805, -0.8951, -0.5299, -0.8952, 0.4833, 0.0966, -0.7222, -0.3659, -1.1994, 0.4119, 0.2911, 0.1263, 0.3898, 0.3128, 0.3929, 0.5203, 0.2926, 0.4402, 0.4282, 0.2928, 0.3194, 0.3893, 0.3051, -1.3861, 0.4141, -1.3199, 0.2202, 0.3183, -1.0650, -1.2457, 0.5686, -1.2488, -1.3309, 0.5041, 0.2629, 0.2555, 0.5079, 0.2824, 0.4893, 0.2837, 0.4833, 0.2473, 0.5038, 0.0568, 0.1895, 0.2500, 0.5014, 0.2206, 0.2650, 0.2382, 0.4565, 0.2543, 0.4827, 0.3585], "relative_energy_kcal_mol": 0.0, "max_force_ev_per_a": 0.69, "multiplicity": 3, "total_charge": 2, "s_squared": 2.030, "homo_lumo_gap_ev": [6.34, 6.07], "e_tot_ha": -2965.48857}


2.
{"formula": "C3H5NO4", "method": "the ωB97M-V functional and the def2-TZVPD basis", "symbols": ["C", "C", "C", "N", "O", "O", "O", "O", "H", "H", "H", "H", "H"], "coordinates": [[-2.4136, -0.3667, 0.6252], [-1.4085, -0.1307, -0.3864], [1.8534, 0.6371, -0.6565], [1.4837, -0.4885, -0.0467], [1.0232, -1.4174, -0.7306], [1.7131, -0.5441, 1.1598], [-2.2895, 0.7979, -0.2585], [2.2381, 1.5842, 0.1266], [-3.3180, -0.8580, 0.2582], [-2.3255, -0.2503, 1.6947], [-0.5452, -0.5468, -0.9911], [1.8552, 0.5557, -1.7074], [2.1338, 1.0276, 0.9128]], "forces_ev_per_a": [[-0.92, -0.74, -1.16], [2.95, -2.39, 0.49], [-0.41, 0.63, -1.30], [-0.14, -1.83, -0.55], [0.28, -0.59, -0.26], [-0.08, -0.14, 1.89], [-1.20, 2.68, -0.40], [0.38, 0.74, -1.33], [0.24, -0.45, 0.63], [0.35, 0.34, 0.01], [-1.85, 0.87, 0.34], [0.06, 0.78, -0.99], [0.32, 0.10, 2.65]], "mulliken_charge": [-0.1376, -0.1262, -0.0908, 0.9495, -0.6682, -0.7498, -0.3776, -0.4241, 0.1817, 0.2322, 0.3572, 0.4321, 0.4215], "relative_energy_kcal_mol": 220.1, "max_force_ev_per_a": 3.83, "homo_lumo_gap_ev": [9.88, 4.97], "e_tot_ha": -472.71874}